This record from OMol25 describes an isolated molecule of C5H11NO. The level of theory is ωB97M-V with the def2-TZVPD basis set.

Positions of all 18 atoms, in Å:
C (-1.625764, 0.072987, -0.611715)
H (-2.892395, -1.356990, -1.468717)
H (2.730793, -0.939634, -0.587124)
H (2.234313, 0.660466, -1.160001)
H (-1.110228, -1.796992, -1.386759)
H (0.654510, 1.410304, 1.599054)
C (-0.329209, 1.102809, 1.247256)
H (0.050644, 1.345648, -0.860130)
O (0.559076, -1.575837, 0.536877)
C (-0.257568, 0.537227, -0.184142)
N (0.727382, -0.519898, -0.376216)
H (2.424790, 0.360332, 0.587675)
H (-0.741722, 0.361887, 1.930626)
H (-2.413066, 0.787747, -0.407363)
H (-0.979133, 1.973077, 1.260362)
C (-1.889574, -1.083162, -1.187551)
C (2.102255, -0.076536, -0.371224)
H (0.754896, -1.263435, 1.439093)

Forces on the atoms, in the same order (eV/Å):
0.172 0.245 0.006
-0.211 0.024 -0.034
0.036 0.070 0.009
0.017 0.057 -0.026
0.178 -0.117 -0.020
0.040 0.060 0.071
0.177 -0.157 -0.309
0.023 -0.092 0.073
-0.023 -0.159 0.243
-0.207 -0.080 0.260
0.144 0.162 -0.268
-0.010 0.005 -0.010
-0.038 -0.005 0.061
-0.183 0.013 -0.009
-0.070 0.082 0.054
-0.115 -0.077 -0.042
0.046 -0.195 0.134
0.024 0.162 -0.193

Computed properties:
Relative energy (zero: lowest compared OMol25 entry of this formula, charge and spin): 3.166 eV
F_max: 0.39 eV/Å
Highest occupied orbital energy: -8.9 eV
Net charge: 0
SMILES: C=C[C@@H](C)N(C)O
HOMO-LUMO gap: 0.3630 Ha
LUMO: 0.9 eV
Calculated total energy: -327.01498 Eh

Here are the Mulliken charges for atoms 1 to 2, given in e: -0.54 0.28